14
Properties=species:S:1:pos:R:3:forces:R:3:lowdin_charge:R:1 method="wB97M-V/def2-TZVPD" largest_force_ha_per_bohr=0.140 orbital_gap_ev=8.2 spin_multiplicity=1 e_tot_ev=-10302.5632 e_above_lowest_ev=7.0403
C -0.4614 2.8258 -0.1987 1.6 -0.8 -2.2 0.10
C -0.1217 1.6248 -0.0928 -0.6 3.9 -1.7 -0.08
C 0.2920 0.2508 -0.2469 -1.9 -2.7 1.0 -0.28
N 0.2810 -0.5587 -1.3394 -0.9 4.7 2.7 0.05
N -0.2135 0.2188 -2.3687 1.4 -4.9 -5.1 -0.04
O 0.0801 -0.3041 1.0736 2.4 6.1 -2.9 -0.03
C 0.0076 -1.5665 1.1422 1.1 -1.7 6.5 -0.29
C 0.1766 -2.0586 2.3758 0.5 -2.6 -2.2 0.07
H -0.4583 3.9154 -0.7823 -0.3 -3.4 2.5 0.12
H 0.0201 -0.2409 -3.4382 -0.8 2.2 4.4 0.19
H -0.3523 1.1845 -2.2624 0.1 1.3 0.0 0.03
H -0.5398 -1.8995 0.4265 -2.7 -3.5 -4.8 0.06
H 0.6864 -1.4606 3.0558 0.6 0.9 1.4 0.04
H 0.1725 -3.1457 2.4913 -0.4 0.4 0.3 0.06


71
Properties=species:S:1:pos:R:3:forces:R:3:lowdin_charge:R:1 method="wB97M-V/def2-TZVPD" largest_force_ha_per_bohr=0.132 orbital_gap_ev=9.6 smiles="NC(N)=O.CCO.CCO.CCO.CCO.CCO.CO.CO.CO" spin_multiplicity=1 e_tot_ev=-36667.0574 e_above_lowest_ev=1.2994
N 3.1195 2.7345 -1.1200 1.2 1.8 -0.4 0.13
C 3.0253 1.5323 -0.5288 -2.0 -1.2 3.7 -0.51
N 3.6740 0.5608 -1.2401 -0.5 -0.5 1.4 0.16
O 2.3313 1.3416 0.6560 3.2 0.3 -6.0 -0.12
H 2.8501 3.5229 -0.5055 0.1 -0.6 -0.4 0.08
H 4.0101 2.9031 -1.6793 -1.9 -0.3 1.1 0.14
H 3.8719 -0.3021 -0.7360 -0.1 0.0 -0.5 0.06
H 4.0689 0.6893 -2.1709 -0.3 0.2 0.7 0.12
C -1.8480 2.2078 -0.5354 -1.1 0.1 0.5 -0.07
C -2.1245 3.5374 -1.2344 0.8 0.8 1.5 -0.34
O -1.7120 3.4779 -2.5404 -1.1 0.1 -2.3 -0.05
H -1.8557 2.3796 0.5342 -0.2 -0.1 0.4 0.06
H -0.8133 1.9792 -0.7434 0.3 -0.7 -0.2 0.07
H -2.5623 1.3392 -0.7493 1.1 1.4 -0.1 0.08
H -1.5161 4.3869 -0.8287 -0.4 -0.8 0.8 0.10
H -3.1309 3.9213 -1.1564 -0.6 -0.4 -0.3 0.11
H -0.8242 3.1698 -2.5041 1.1 -0.4 -0.3 0.07
C 0.4841 4.2810 1.3299 -0.8 -0.2 0.3 -0.08
C 1.7858 4.7370 2.0141 -1.2 -3.0 0.3 -0.26
O 2.7896 4.1441 1.2037 0.9 1.2 -0.3 -0.12
H 0.4584 3.1793 1.2360 0.4 0.6 -0.2 0.06
H 0.2805 4.7612 0.3718 0.8 -0.1 -0.3 0.06
H -0.4741 4.5167 1.7996 0.3 0.2 0.9 0.07
H 1.9359 4.2148 2.9853 -0.7 0.6 -0.2 0.13
H 1.8409 5.7812 2.1597 0.3 1.3 -0.2 0.09
H 3.6399 4.2994 1.6288 0.0 -0.1 -0.1 0.10
C -5.3400 -1.2010 0.9086 2.1 -0.2 0.3 -0.07
C -5.2986 0.1600 0.2655 -0.2 0.5 0.6 -0.36
O -5.3818 -0.0556 -1.0839 0.0 -0.8 -3.0 -0.09
H -4.4401 -1.7490 0.5009 -1.0 0.3 0.3 0.08
H -6.2310 -1.7536 0.6663 -0.4 -0.1 0.0 0.07
H -5.1600 -1.1548 1.9910 -0.4 0.0 -0.2 0.08
H -4.3507 0.7025 0.4004 -0.3 -0.1 1.0 0.09
H -6.1732 0.7858 0.4475 0.1 0.2 1.2 0.11
H -5.3810 0.7973 -1.5200 0.0 0.0 -0.3 0.09
C -1.8496 -0.7574 1.4225 -1.5 -1.0 -0.5 -0.10
C -0.4830 -0.2559 1.4788 0.1 -0.1 3.0 -0.43
O 0.2119 -0.4946 0.3834 1.8 -1.0 -3.8 -0.07
H -2.3203 -0.3861 2.3009 -0.6 -0.3 1.3 0.08
H -1.8722 -1.8851 1.3397 -0.2 1.3 0.2 0.11
H -2.4673 -0.3081 0.6728 -0.1 0.0 -1.0 0.02
H -0.1156 -0.8789 2.3043 0.8 0.4 0.6 0.12
H -0.3925 0.7886 1.7446 -0.3 0.5 0.5 0.11
H 1.0272 0.0337 0.3727 0.2 0.2 0.1 0.04
C 3.6031 -1.5193 1.7336 -0.5 -1.4 1.7 -0.08
C 4.3822 -2.5419 0.9485 0.1 1.9 2.1 -0.31
O 4.4324 -2.0573 -0.3416 0.3 0.7 -0.9 -0.07
H 3.3456 -2.0134 2.6770 -0.1 0.0 0.1 0.08
H 2.6574 -1.2538 1.3021 -0.2 0.3 -0.5 0.05
H 4.1687 -0.6913 2.0704 0.5 1.2 -0.3 0.07
H 3.8819 -3.4629 1.1291 -0.2 -1.2 -0.7 0.10
H 5.3787 -2.5579 1.3941 0.2 -0.5 -0.1 0.12
H 4.4144 -2.7800 -0.9279 0.1 -1.2 -1.4 0.07
C 1.4415 -2.4097 -1.8906 -1.6 -0.4 1.8 -0.19
O 1.9774 -2.8452 -3.0717 -0.2 -0.3 -2.4 -0.09
H 1.9619 -3.0230 -1.1272 -1.0 0.4 0.4 0.07
H 0.3150 -2.6700 -1.9991 1.9 0.6 0.8 0.11
H 1.5947 -1.3414 -1.6012 -0.3 -0.6 -0.6 0.07
H 2.8773 -2.5919 -3.1648 1.1 0.4 -0.1 0.05
C 0.4739 -4.3581 0.7525 -3.5 -2.2 0.2 -0.13
O 0.1247 -5.2128 -0.3671 1.4 0.1 0.4 -0.12
H 1.4634 -4.5004 1.0196 2.1 -0.3 -0.1 0.04
H -0.1043 -4.7280 1.6405 0.3 0.5 -0.5 0.09
H 0.2544 -3.3399 0.6084 -0.2 1.4 -0.4 0.04
H -0.7215 -5.0625 -0.7895 -0.2 0.6 0.4 0.07
C -2.2716 -1.5761 -1.8478 -2.8 0.9 0.3 -0.17
O -2.6855 -2.5577 -2.7699 0.8 -0.8 -1.1 -0.12
H -1.7450 -2.0177 -1.0231 0.1 -0.1 0.5 0.04
H -3.2045 -1.0048 -1.5685 1.0 -0.6 0.6 0.07
H -1.6822 -0.7793 -2.2596 0.8 -0.1 -0.8 0.07
H -3.6215 -2.7873 -2.7689 0.3 0.6 0.5 0.08